Record 1
Density functional theory data (the ωB97M-V functional and the def2-TZVPD basis) for a 8-piece molecular cluster, C60H128N8O8 overall in a non-equilibrium geometry.

Properties
total charge	0
LUMO level	0.41	eV
HOMO energy	-8.365	eV
multiplicity	1
orbital gap	8.7726	eV
DFT total energy	-3402.515366	Eh

Last column: Löwdin charge in e.
Element x y z (Å)
C: -22.741 13.657 -7.360  -0.270
O: -23.138 14.457 -6.496  -0.027
N: -23.021 13.788 -8.679  -0.174
C: -22.648 12.821 -9.648  -0.066
C: -23.938 14.831 -9.190  -0.010
H: -22.078 12.860 -7.187  0.125
H: -22.140 13.388 -10.379  0.077
H: -23.533 12.322 -10.145  0.098
H: -22.038 12.068 -9.197  0.082
H: -23.631 15.283 -10.121  0.090
H: -24.970 14.465 -9.237  0.085
H: -24.020 15.598 -8.415  0.077
C: -21.091 11.548 2.857  -0.361
O: -20.961 10.808 1.908  0.003
N: -20.657 12.813 2.862  -0.211
C: -21.099 13.697 3.956  -0.024
C: -20.187 13.332 1.642  -0.056
H: -21.590 11.218 3.834  0.148
H: -20.261 14.107 4.532  0.085
H: -21.735 13.079 4.553  0.063
H: -21.557 14.608 3.419  0.097
H: -20.352 12.493 0.934  0.099
H: -20.869 14.119 1.345  0.057
H: -19.193 13.648 1.790  0.089
C: -20.124 20.337 -3.924  -0.046
C: -21.580 20.448 -4.412  -0.528
C: -21.548 21.344 -5.623  -0.140
C: -22.935 21.276 -6.343  -0.150
C: -23.314 19.793 -6.626  -0.129
C: -23.352 18.945 -5.362  -0.533
N: -21.959 19.059 -4.809  -0.027
O: -21.927 18.302 -3.568  -0.076
C: -24.447 19.300 -4.327  -0.012
C: -23.466 17.518 -5.772  -0.062
C: -22.287 21.195 -3.296  -0.029
H: -19.633 21.349 -3.807  0.110
H: -19.560 19.723 -4.633  0.076
H: -20.103 19.820 -2.990  0.049
H: -21.308 22.355 -5.320  0.117
H: -20.860 21.066 -6.427  0.121
H: -22.759 21.718 -7.387  0.128
H: -23.707 21.767 -5.824  0.077
H: -22.631 19.314 -7.279  0.100
H: -24.340 19.787 -7.092  0.139
H: -24.203 18.888 -3.308  0.093
H: -24.551 20.369 -4.186  0.051
H: -25.445 18.901 -4.664  0.094
H: -24.351 17.263 -6.316  0.063
H: -22.511 17.323 -6.347  0.104
H: -23.441 16.802 -4.903  0.094
H: -21.523 21.875 -2.918  0.094
H: -22.534 20.394 -2.629  0.066
H: -23.221 21.604 -3.531  0.051
H: -21.890 17.361 -3.844  0.065
C: -23.762 14.114 -2.261  -0.045
C: -25.246 14.075 -2.622  -0.507
C: -25.911 15.341 -1.999  -0.097
C: -27.312 15.622 -2.614  -0.166
C: -27.289 15.688 -4.128  -0.141
C: -26.582 14.435 -4.693  -0.489
N: -25.315 14.208 -4.080  -0.067
O: -24.830 12.980 -4.632  -0.057
C: -27.595 13.234 -4.595  -0.016
C: -26.363 14.719 -6.227  -0.022
C: -25.809 12.725 -2.097  -0.009
H: -23.663 14.103 -1.155  0.095
H: -23.328 15.036 -2.654  0.071
H: -23.173 13.282 -2.626  0.067
H: -26.000 15.069 -0.926  0.127
H: -25.251 16.188 -2.176  0.107
H: -27.733 16.586 -2.284  0.115
H: -28.016 14.846 -2.349  0.093
H: -26.790 16.581 -4.524  0.108
H: -28.284 15.812 -4.520  0.108
H: -28.470 13.502 -5.188  0.071
H: -27.164 12.253 -4.955  0.090
H: -27.929 13.097 -3.584  0.050
H: -25.743 15.617 -6.231  0.054
H: -25.832 13.927 -6.800  0.057
H: -27.333 14.926 -6.733  0.084
H: -25.857 12.059 -2.971  0.078
H: -26.783 13.004 -1.667  0.077
H: -25.197 12.293 -1.329  0.072
H: -24.163 13.294 -5.260  0.055
C: -34.760 16.339 -7.869  -0.062
C: -33.259 16.304 -7.668  -0.508
C: -33.080 14.940 -6.926  -0.122
C: -31.555 14.577 -6.640  -0.178
C: -30.885 14.465 -7.981  -0.159
C: -31.164 15.688 -8.908  -0.455
N: -32.578 16.033 -8.991  -0.090
O: -32.659 17.240 -9.738  -0.042
C: -30.181 16.787 -8.435  -0.037
C: -30.650 15.268 -10.417  -0.024
C: -32.759 17.545 -6.886  -0.020
H: -35.318 16.295 -6.921  0.091
H: -35.012 15.630 -8.671  0.095
H: -35.003 17.364 -8.188  0.081
H: -33.692 14.898 -6.022  0.111
H: -33.458 14.125 -7.606  0.130
H: -31.638 13.684 -6.087  0.090
H: -31.236 15.343 -5.970  0.083
H: -31.141 13.466 -8.411  0.131
H: -29.817 14.395 -7.767  0.097
H: -30.728 17.706 -8.558  0.058
H: -30.105 16.842 -7.323  0.076
H: -29.222 16.760 -8.939  0.083
H: -31.381 14.747 -11.026  0.061
H: -30.419 16.166 -11.014  0.068
H: -29.719 14.630 -10.357  0.083
H: -32.664 18.397 -7.606  0.096
H: -31.829 17.406 -6.370  0.048
H: -33.524 17.817 -6.130  0.093
H: -33.158 16.966 -10.527  0.116
C: -24.052 9.458 -7.287  -0.050
C: -25.422 9.674 -7.900  -0.468
C: -25.739 11.230 -7.669  -0.127
C: -27.050 11.648 -8.303  -0.187
C: -26.866 11.530 -9.812  -0.128
C: -26.542 10.037 -10.223  -0.505
N: -25.384 9.559 -9.442  -0.049
O: -25.153 8.143 -9.808  -0.042
C: -27.818 9.247 -10.194  -0.045
C: -25.988 10.181 -11.700  -0.023
C: -26.479 8.795 -7.288  -0.030
H: -23.683 8.386 -7.266  0.101
H: -23.991 9.792 -6.234  0.095
H: -23.252 9.898 -7.850  0.057
H: -25.763 11.462 -6.617  0.093
H: -24.961 11.781 -8.176  0.090
H: -27.222 12.711 -8.036  0.098
H: -27.861 11.065 -7.914  0.090
H: -26.063 12.254 -10.175  0.119
H: -27.769 11.744 -10.391  0.112
H: -28.508 9.341 -9.378  0.071
H: -28.450 9.539 -11.027  0.082
H: -27.624 8.222 -10.492  0.089
H: -26.782 10.611 -12.323  0.086
H: -25.110 10.809 -11.605  0.064
H: -25.726 9.241 -12.118  0.060
H: -27.513 9.200 -7.466  0.080
H: -26.240 8.688 -6.211  0.097
H: -26.409 7.788 -7.674  0.079
H: -24.228 8.121 -10.073  0.093
C: -20.413 13.222 -3.767  -0.051
C: -19.427 14.365 -3.515  -0.492
C: -18.062 13.562 -3.245  -0.115
C: -16.948 14.549 -3.143  -0.192
C: -16.881 15.307 -4.462  -0.172
C: -18.096 16.048 -4.854  -0.549
N: -19.328 15.199 -4.720  -0.061
O: -20.437 16.038 -4.846  -0.037
C: -18.127 17.224 -3.934  -0.039
C: -18.050 16.534 -6.294  -0.026
C: -19.883 15.071 -2.256  -0.032
H: -20.032 12.680 -4.626  0.072
H: -21.428 13.525 -4.099  0.074
H: -20.436 12.557 -2.908  0.086
H: -18.227 12.905 -2.421  0.104
H: -18.010 12.892 -4.181  0.142
H: -15.977 14.065 -3.019  0.113
H: -17.001 15.254 -2.311  0.105
H: -16.480 14.573 -5.251  0.149
H: -16.068 16.036 -4.458  0.121
H: -17.335 17.908 -4.247  0.107
H: -19.128 17.658 -3.778  0.080
H: -17.867 16.924 -2.958  0.045
H: -17.041 16.859 -6.644  0.096
H: -18.355 15.691 -6.943  0.092
H: -18.747 17.377 -6.322  0.079
H: -20.083 14.278 -1.438  0.112
H: -20.827 15.555 -2.356  0.053
H: -19.162 15.764 -1.868  0.057
H: -20.993 15.757 -5.567  0.079
C: -22.815 18.452 0.560  -0.031
C: -21.456 18.092 1.077  -0.497
C: -20.277 18.588 0.260  -0.156
C: -20.106 20.063 0.162  -0.170
C: -19.960 20.621 1.592  -0.125
C: -20.957 20.155 2.617  -0.565
N: -21.183 18.721 2.505  -0.042
O: -22.243 18.346 3.462  -0.051
C: -20.308 20.459 3.972  -0.033
C: -22.261 20.863 2.450  -0.037
C: -21.426 16.592 1.291  -0.063
H: -22.939 19.514 0.189  0.090
H: -23.467 18.373 1.410  0.076
H: -22.976 17.731 -0.234  0.085
H: -19.341 18.138 0.726  0.146
H: -20.329 18.130 -0.772  0.129
H: -20.934 20.496 -0.475  0.120
H: -19.300 20.234 -0.429  0.071
H: -20.081 21.672 1.562  0.108
H: -18.951 20.492 1.930  0.115
H: -21.067 20.479 4.738  0.072
H: -19.460 19.877 4.260  0.076
H: -20.027 21.550 4.005  0.103
H: -22.199 21.904 2.823  0.102
H: -22.545 21.061 1.441  0.063
H: -23.033 20.332 2.966  0.078
H: -22.389 16.430 1.874  0.104
H: -20.636 16.309 1.963  0.065
H: -21.362 16.029 0.335  0.085
H: -21.805 17.757 4.073  0.088

Record 2
Density functional theory data (the ωB97M-V functional and the def2-TZVPD basis) for a 10-piece molecular cluster, C60H138N6O12 overall in a non-equilibrium geometry.

Properties
total charge	0
LUMO level	0.55	eV
HOMO energy	-7.950	eV
multiplicity	1
orbital gap	8.5045	eV
DFT total energy	-3599.874868	Eh
relative energy (zero: lowest compared OMol25 entry of this formula, charge and spin)	0.0	kcal/mol

Last column: Löwdin charge in e.
Element x y z (Å)
C: -1.919 -5.171 -0.568  -0.041
C: -0.960 -5.002 -1.789  -0.499
C: -0.288 -6.316 -2.220  -0.050
O: -1.687 -4.446 -2.810  -0.036
H: -2.725 -5.886 -0.736  0.084
H: -2.362 -4.251 -0.186  0.039
H: -1.398 -5.579 0.298  0.075
H: -0.140 -4.345 -1.500  0.114
H: -1.022 -7.041 -2.570  0.083
H: 0.359 -6.729 -1.446  0.071
H: 0.550 -6.160 -2.900  0.064
H: -1.985 -3.574 -2.538  0.045
C: -5.341 -0.205 3.824  -0.030
C: -4.370 0.043 2.679  -0.563
C: -3.992 1.454 2.393  -0.030
O: -3.328 -0.786 2.810  -0.046
H: -6.234 0.375 3.590  0.087
H: -4.818 0.157 4.709  0.070
H: -5.644 -1.245 3.944  0.076
H: -4.949 -0.305 1.824  0.127
H: -3.092 1.704 2.953  0.063
H: -4.716 2.244 2.592  0.090
H: -3.628 1.616 1.379  0.075
H: -3.557 -1.540 3.358  0.046
C: 0.617 -1.421 -0.147  -0.032
C: -0.290 -1.018 0.993  -0.476
C: -0.425 0.530 1.141  -0.004
O: -1.534 -1.445 0.627  -0.066
H: 0.305 -1.022 -1.112  0.078
H: 0.794 -2.490 -0.271  0.064
H: 1.661 -1.132 -0.027  0.064
H: -0.026 -1.520 1.924  0.139
H: -0.658 0.985 0.178  0.077
H: 0.555 0.869 1.475  0.050
H: -1.166 0.755 1.908  0.047
H: -2.091 -1.359 1.404  0.054
C: -4.894 -0.440 -1.911  -0.034
C: -4.226 -1.820 -2.234  -0.427
C: -4.671 -2.477 -3.573  -0.035
O: -2.812 -1.850 -2.044  -0.068
H: -5.084 0.092 -2.844  0.066
H: -4.364 0.185 -1.193  0.061
H: -5.838 -0.770 -1.477  0.076
H: -4.626 -2.472 -1.458  0.106
H: -5.750 -2.463 -3.728  0.078
H: -4.258 -3.484 -3.625  0.070
H: -4.383 -2.077 -4.545  0.070
H: -2.557 -1.449 -1.210  0.054
C: -0.417 5.236 -8.671  -0.135
O: 0.545 4.882 -7.742  -0.201
C: 1.849 4.603 -8.229  -0.180
C: 2.765 4.468 -6.951  -0.188
N: 2.444 3.205 -6.320  -0.076
C: 3.276 2.905 -5.146  -0.184
C: 3.126 1.412 -4.800  -0.251
O: 1.865 1.188 -4.264  -0.183
C: 1.638 -0.150 -3.895  -0.099
H: -0.127 6.012 -9.380  0.091
H: -1.283 5.707 -8.206  0.080
H: -0.880 4.379 -9.161  0.093
H: 2.260 5.367 -8.889  0.111
H: 1.794 3.726 -8.874  0.120
H: 2.548 5.232 -6.205  0.110
H: 3.845 4.572 -7.055  0.110
H: 1.450 3.053 -6.225  0.095
H: 3.019 3.527 -4.288  0.113
H: 4.316 3.084 -5.419  0.116
H: 3.956 1.160 -4.140  0.101
H: 3.245 0.860 -5.732  0.123
H: 0.632 -0.312 -3.508  0.073
H: 2.234 -0.351 -3.005  0.066
H: 1.810 -0.877 -4.689  0.095
C: -6.980 -5.287 0.897  -0.114
O: -5.775 -5.322 1.615  -0.184
C: -4.964 -4.177 1.376  -0.218
C: -3.780 -4.224 2.288  -0.200
N: -4.073 -3.530 3.532  -0.062
C: -3.017 -3.750 4.500  -0.184
C: -3.399 -2.977 5.800  -0.231
O: -4.485 -3.637 6.418  -0.183
C: -5.043 -2.811 7.471  -0.083
H: -7.664 -4.555 1.328  0.087
H: -7.363 -6.307 0.895  0.092
H: -6.772 -5.009 -0.136  0.083
H: -5.552 -3.260 1.409  0.127
H: -4.528 -4.271 0.382  0.099
H: -2.907 -3.786 1.803  0.099
H: -3.455 -5.255 2.426  0.131
H: -4.800 -3.996 4.055  0.118
H: -2.084 -3.369 4.083  0.119
H: -2.915 -4.795 4.793  0.126
H: -3.539 -1.904 5.671  0.095
H: -2.602 -3.118 6.531  0.112
H: -4.399 -2.495 8.292  0.085
H: -5.844 -3.415 7.898  0.085
H: -5.578 -1.956 7.058  0.083
C: 5.920 5.178 0.427  -0.071
C: 4.679 4.335 0.567  -0.499
C: 4.457 3.635 -0.825  -0.093
C: 3.617 2.312 -0.781  -0.144
C: 4.010 1.408 0.440  -0.103
C: 4.133 2.146 1.847  -0.459
N: 4.956 3.345 1.695  -0.106
O: 5.306 3.933 2.930  -0.021
C: 2.731 2.417 2.444  -0.043
C: 4.853 1.157 2.808  -0.029
C: 3.588 5.299 0.913  -0.046
H: 6.094 5.695 1.370  0.081
H: 5.889 5.897 -0.392  0.090
H: 6.848 4.632 0.254  0.086
H: 3.751 4.268 -1.363  0.110
H: 5.448 3.474 -1.249  0.112
H: 3.642 1.842 -1.764  0.082
H: 2.571 2.568 -0.613  0.099
H: 4.862 0.791 0.156  0.082
H: 3.168 0.728 0.572  0.094
H: 2.102 2.928 1.715  0.066
H: 2.188 1.505 2.693  0.053
H: 2.865 2.983 3.366  0.089
H: 5.527 1.476 3.604  0.074
H: 4.221 0.447 3.341  0.078
H: 5.420 0.432 2.224  0.066
H: 3.746 5.789 1.874  0.087
H: 2.584 4.899 1.054  0.075
H: 3.721 6.025 0.111  0.087
H: 6.176 3.550 3.070  0.098
C: -3.987 4.616 -3.305  -0.034
C: -2.556 4.120 -3.565  -0.476
C: -2.035 3.243 -2.392  -0.149
C: -2.569 1.855 -2.602  -0.171
C: -2.055 1.263 -3.994  -0.090
C: -2.494 2.042 -5.245  -0.485
N: -2.244 3.472 -4.937  -0.061
O: -2.442 4.340 -6.092  -0.022
C: -1.601 1.598 -6.390  -0.028
C: -4.026 1.901 -5.576  -0.011
C: -1.698 5.337 -3.428  -0.081
H: -4.356 5.129 -4.194  0.087
H: -4.094 5.253 -2.428  0.084
H: -4.614 3.737 -3.153  0.060
H: -0.946 3.202 -2.429  0.116
H: -2.262 3.657 -1.409  0.123
H: -3.653 1.802 -2.496  0.075
H: -2.188 1.216 -1.805  0.087
H: -2.268 0.194 -4.036  0.111
H: -0.971 1.345 -3.908  0.094
H: -1.398 0.533 -6.506  0.089
H: -1.835 2.032 -7.362  0.079
H: -0.606 1.949 -6.117  0.067
H: -4.291 2.194 -6.592  0.075
H: -4.439 0.895 -5.494  0.064
H: -4.664 2.458 -4.889  0.060
H: -1.862 6.123 -4.165  0.080
H: -0.646 5.176 -3.661  0.088
H: -1.951 5.752 -2.452  0.088
H: -1.546 4.603 -6.316  0.060
C: 5.220 -0.876 -2.002  -0.047
C: 5.529 -2.188 -2.692  -0.476
C: 6.948 -2.611 -2.369  -0.143
C: 7.233 -3.355 -1.058  -0.171
C: 6.245 -4.477 -0.935  -0.157
C: 4.752 -4.133 -1.156  -0.463
N: 4.595 -3.346 -2.422  -0.104
O: 3.234 -3.052 -2.546  -0.031
C: 3.977 -5.468 -1.412  -0.026
C: 4.161 -3.461 0.111  -0.020
C: 5.263 -1.980 -4.219  -0.028
H: 4.196 -0.524 -1.876  0.065
H: 5.833 -0.098 -2.459  0.093
H: 5.564 -0.952 -0.970  0.059
H: 7.321 -3.280 -3.145  0.122
H: 7.541 -1.698 -2.422  0.120
H: 7.010 -2.606 -0.299  0.107
H: 8.252 -3.739 -1.092  0.120
H: 6.362 -4.813 0.095  0.114
H: 6.608 -5.342 -1.490  0.116
H: 4.049 -6.064 -0.502  0.085
H: 2.951 -5.435 -1.777  0.063
H: 4.569 -6.015 -2.145  0.078
H: 4.430 -2.412 0.235  0.064
H: 3.090 -3.396 -0.081  0.059
H: 4.348 -3.960 1.061  0.086
H: 5.386 -2.833 -4.886  0.084
H: 6.039 -1.264 -4.491  0.077
H: 4.342 -1.479 -4.518  0.058
H: 2.930 -3.725 -3.160  0.102
C: -0.594 -0.611 5.255  -0.014
C: -0.632 0.836 5.829  -0.421
C: -2.120 1.200 6.113  -0.138
C: -2.733 0.618 7.365  -0.209
C: -1.924 0.947 8.593  -0.118
C: -0.375 0.451 8.409  -0.438
N: 0.104 0.916 7.097  -0.137
O: 1.458 0.698 6.891  0.001
C: 0.310 1.117 9.596  -0.058
C: -0.277 -1.136 8.541  -0.017
C: -0.151 1.908 4.764  -0.011
H: -0.955 -1.367 5.953  0.050
H: 0.337 -0.999 4.841  0.086
H: -1.328 -0.769 4.466  0.056
H: -2.279 2.277 6.150  0.121
H: -2.765 0.911 5.283  0.088
H: -2.742 -0.471 7.384  0.077
H: -3.742 1.024 7.440  0.117
H: -2.353 0.352 9.400  0.113
H: -1.967 2.010 8.830  0.115
H: -0.183 0.781 10.508  0.086
H: 1.313 0.691 9.631  0.077
H: 0.415 2.200 9.541  0.087
H: -0.235 -1.571 9.539  0.076
H: -1.157 -1.578 8.073  0.040
H: 0.554 -1.563 7.978  0.078
H: 0.909 1.791 4.537  0.049
H: -0.154 2.953 5.075  0.083
H: -0.686 1.900 3.815  0.061
H: 1.769 1.534 7.245  0.106